{"formula": "C2H9NSi2", "method": "ωB97M-V with the def2-TZVPD basis set", "elements": ["H", "H", "H", "C", "H", "H", "H", "N", "H", "Si", "H", "C", "H", "Si"], "xyz": [[-0.836, -1.553, -1.103], [0.456, 0.009, 2.404], [-0.723, 1.311, -1.995], [-0.748, -0.611, 0.920], [2.803, 0.561, 0.151], [-0.842, -1.594, 1.291], [1.590, 2.329, 0.735], [0.514, 0.024, 1.368], [0.756, -0.720, -2.481], [0.245, 0.333, -1.600], [-2.038, -0.414, -0.743], [-1.026, -0.653, -0.597], [-1.508, 0.000, 1.332], [1.356, 0.977, 0.317]], "fmax_ha_per_bohr": 0.06407, "relative_energy_kj_mol": 64.4, "lumo_energy_ev": 0.79, "orbital_gap_ev": 9.72, "total_charge": 0}